## A
Computed, not measured: 2 unconnected molecules or ions with the total composition C4H4, with wB97M-V/def2-TZVPD.

Last columns: bonded neighbours and bond lengths (Å).
CARTESIAN COORDINATES (ANGSTROEM)
1 C 1.116 -0.062 -0.331  C2 1.340, C4 1.446
2 C 0.312 -1.052 0.082  C1 1.340, C3 1.519, C4 1.819
3 C -0.980 -0.307 -0.205  C2 1.519, C4 1.475, H6 1.055, H7 1.212
4 C 0.004 0.740 0.127  C1 1.446, C2 1.819, C3 1.475, H8 1.041
5 H 2.843 0.146 -0.159  no bonds
6 H -1.338 -0.502 -1.178  C3 1.055
7 H -1.782 -0.303 0.704  C3 1.212
8 H -0.175 1.339 0.960  C4 1.041

HOMO-LUMO gap in eV: 8.612
Spin multiplicity: 1
LUMO level in eV: -0.11
Net charge: 0
Highest occupied orbital energy in eV: -8.7

How positive or negative is each atom? The natural (NBO) charges in e answer that: C -0.15; C -0.08; C -0.47; C -0.13; H 0.18; H 0.24; H 0.21; H 0.20

***

## B
Computed, not measured: C4H4 in the gas phase, with wB97M-V/def2-TZVPD.

Last columns: bonded neighbours and bond lengths (Å).
CARTESIAN COORDINATES (ANGSTROEM)
1 C 1.233 -1.054 0.464  C2 1.325, H5 1.131, H6 1.112
2 C -0.014 -0.834 0.075  C1 1.325, C3 1.471, H7 1.136
3 C -0.618 0.472 -0.232  C2 1.471, C4 1.200
4 C -0.851 1.634 -0.419  C3 1.200, H8 1.074
5 H 1.631 -2.062 0.788  C1 1.131
6 H 1.921 -0.182 0.502  C1 1.112
7 H -0.769 -1.674 -0.050  C2 1.136
8 H -1.278 2.609 -0.564  C4 1.074

HOMO-LUMO gap in eV: 10.541
Spin multiplicity: 1
LUMO level in eV: 1.06
Net charge: 0
Highest occupied orbital energy in eV: -9.5
SMILES string: C#CC=C

How positive or negative is each atom? The natural (NBO) charges in e answer that: C -0.35; C -0.27; C -0.04; C -0.22; H 0.22; H 0.21; H 0.22; H 0.24

***

Winner for stability: B

***

## A
Computed, not measured: 2 unconnected molecules or ions with the total composition C4H4, with wB97M-V/def2-TZVPD.

Last columns: bonded neighbours and bond lengths (Å).
CARTESIAN COORDINATES (ANGSTROEM)
1 C -3.114 0.137 -0.656  C2 1.181
2 C -2.339 -0.283 0.132  C1 1.181
3 C 0.053 0.579 0.449  C4 1.377, H5 1.100
4 C 0.974 -0.215 -0.198  C3 1.377, H6 1.179, H7 1.063, H8 1.163
5 H 0.617 1.276 1.085  C3 1.100
6 H 1.976 0.234 -0.626  C4 1.179
7 H 0.567 -0.880 -0.920  C4 1.063
8 H 1.265 -0.848 0.734  C4 1.163

HOMO-LUMO gap (spin up / spin down) in eV: 7.908 / 7.233
Spin multiplicity: 1
LUMO level (spin up / spin down) in eV: -1.63 / -1.78
Net charge: 0
Highest occupied orbital energy (spin up / spin down) in eV: -9.5 / -9.0

How positive or negative is each atom? The natural (NBO) charges in e answer that: C -0.08; C -0.27; C 0.21; C -0.81; H 0.13; H 0.26; H 0.24; H 0.33

***

## B
Computed, not measured: C4H4 in the gas phase, with wB97M-V/def2-TZVPD.

Last columns: bonded neighbours and bond lengths (Å).
CARTESIAN COORDINATES (ANGSTROEM)
1 C -3.511 0.121 -0.582  C2 1.251
2 C -2.522 -0.129 0.141  C1 1.251, C3 1.646
3 C -1.075 0.444 0.677  C2 1.646, C4 1.553, H5 1.171
4 C 0.179 -0.151 -0.018  C3 1.553, H6 1.096, H7 1.164, H8 1.041
5 H -0.922 1.330 1.428  C3 1.171
6 H 0.685 -0.429 0.913  C4 1.096
7 H 0.784 0.632 -0.632  C4 1.164
8 H 0.122 -1.014 -0.597  C4 1.041

HOMO-LUMO gap (spin up / spin down) in eV: 8.126 / 7.643
Spin multiplicity: 1
LUMO level (spin up / spin down) in eV: -1.76 / -2.07
Net charge: 0
Highest occupied orbital energy (spin up / spin down) in eV: -9.9 / -9.7

How positive or negative is each atom? The natural (NBO) charges in e answer that: C 0.03; C -0.43; C 0.12; C -0.69; H 0.24; H 0.24; H 0.25; H 0.24

***

Winner for stability: B

***

## A
Computed, not measured: a gas-phase ion, C2H9N2O (charge +1), with wB97M-V/def2-TZVPD.

Last columns: bonded neighbours and bond lengths (Å).
CARTESIAN COORDINATES (ANGSTROEM)
1 C 0.324 -1.462 -0.040  C2 1.668, H6 1.100, H7 1.131, H8 1.082
2 C 0.026 0.139 -0.401  C1 1.668, N3 1.311, N4 1.743, O5 1.393
3 N -1.103 0.437 -0.998  C2 1.311, H9 0.980, H10 0.986
4 N 0.094 0.700 1.247  C2 1.743, H11 1.046, H12 1.012, H13 1.045
5 O 1.255 0.601 -0.866  C2 1.393, H14 0.936
6 H 1.179 -1.526 0.651  C1 1.100
7 H 0.376 -2.103 -0.971  C1 1.131
8 H -0.627 -1.856 0.292  C1 1.082
9 H -2.018 0.086 -0.997  N3 0.980
10 H -1.078 1.266 -1.530  N3 0.986
11 H 1.064 0.982 1.519  N4 1.046
12 H -0.561 1.433 1.490  N4 1.012
13 H -0.047 -0.154 1.833  N4 1.045
14 H 1.117 1.454 -1.227  O5 0.936

HOMO-LUMO gap in eV: 11.863
Spin multiplicity: 1
LUMO level in eV: -3.46
Net charge: +1
Highest occupied orbital energy in eV: -15.3
SMILES string: C[C@@](N)([NH3+])O

How positive or negative is each atom? The natural (NBO) charges in e answer that: C -0.66; C 0.63; N -0.83; N -0.82; O -0.65; H 0.24; H 0.27; H 0.22; H 0.44; H 0.40; H 0.44; H 0.43; H 0.43; H 0.48

***

## B
Computed, not measured: 2 unconnected molecules or ions with the total composition C2H9N2O, with wB97M-V/def2-TZVPD.

Last columns: bonded neighbours and bond lengths (Å).
CARTESIAN COORDINATES (ANGSTROEM)
1 C -2.246 1.259 1.555  N2 1.492, H3 1.124, H4 1.091, H5 1.079
2 N -1.166 0.547 2.300  C1 1.492, H6 1.034, H7 1.048, H8 1.026
3 H -2.963 1.886 2.151  C1 1.124
4 H -1.939 1.844 0.686  C1 1.091
5 H -2.963 0.556 1.158  C1 1.079
6 H -0.517 -0.070 1.782  N2 1.034
7 H -1.428 -0.010 3.148  N2 1.048
8 H -0.783 1.370 2.779  N2 1.026
9 C 1.075 -0.432 -1.827  N10 1.367, O11 1.233, H12 1.100
10 N 2.246 -1.136 -1.859  C9 1.367, H13 1.005, H14 1.011
11 O 0.509 -0.444 -0.732  C9 1.233
12 H 0.747 0.175 -2.684  C9 1.100
13 H 2.545 -1.516 -2.740  N10 1.005
14 H 2.659 -1.594 -1.058  N10 1.011

HOMO-LUMO gap in eV: 9.504
Spin multiplicity: 1
LUMO level in eV: -3.64
Net charge: +1
Highest occupied orbital energy in eV: -13.1

How positive or negative is each atom? The natural (NBO) charges in e answer that: C -0.46; N -0.69; H 0.26; H 0.26; H 0.24; H 0.48; H 0.45; H 0.45; C 0.53; N -0.80; O -0.68; H 0.16; H 0.39; H 0.41

***

Winner for stability: B

***

## A
Computed, not measured: 2 unconnected molecules or ions with the total composition C3H5N2, with wB97M-V/def2-TZVPD.

Last columns: bonded neighbours and bond lengths (Å).
CARTESIAN COORDINATES (ANGSTROEM)
1 C -1.035 -0.061 -0.060  C2 1.540, C3 1.455, H6 1.021
2 C 0.221 0.157 0.804  C1 1.540, C3 1.557, N4 1.449, N5 1.511
3 C 0.227 0.149 -0.752  C1 1.455, C2 1.557, N4 1.429, N5 1.488
4 N 0.831 1.200 0.004  C2 1.449, C3 1.429, H8 0.960
5 N 0.924 -0.920 0.012  C2 1.511, C3 1.488, H9 1.041, H10 0.963
6 H -1.535 -0.933 -0.240  C1 1.021
7 H -2.336 1.291 0.114  no bonds
8 H 0.358 2.036 0.005  N4 0.960
9 H 1.931 -1.185 0.033  N5 1.041
10 H 0.415 -1.735 0.080  N5 0.963

HOMO-LUMO gap in eV: 10.414
Spin multiplicity: 1
LUMO level in eV: -5.56
Net charge: +1
Highest occupied orbital energy in eV: -16.0

How positive or negative is each atom? The natural (NBO) charges in e answer that: C -0.32; C 0.27; C 0.26; N -0.53; N -0.53; H 0.22; H 0.31; H 0.41; H 0.49; H 0.43

***

## B
Computed, not measured: a gas-phase ion, C3H5N2 (charge +1), with wB97M-V/def2-TZVPD.

Last columns: bonded neighbours and bond lengths (Å).
CARTESIAN COORDINATES (ANGSTROEM)
1 C 0.206 -1.214 -0.195  C2 1.385, N5 1.457, H6 1.160
2 C -0.865 -0.446 -0.621  C1 1.385, N3 1.407, H7 1.229
3 N -0.725 0.893 -0.212  C2 1.407, C4 1.323, H8 1.058
4 C 0.392 0.970 0.493  N3 1.323, N5 1.381, H9 1.139
5 N 0.939 -0.287 0.658  C1 1.457, C4 1.381, H10 1.029
6 H 0.602 -2.302 -0.244  C1 1.160
7 H -1.870 -0.755 -1.258  C2 1.229
8 H -1.158 1.747 -0.662  N3 1.058
9 H 0.664 1.983 0.936  C4 1.139
10 H 1.815 -0.589 1.105  N5 1.029

HOMO-LUMO gap in eV: 11.109
Spin multiplicity: 1
LUMO level in eV: -3.83
Net charge: +1
Highest occupied orbital energy in eV: -14.9
SMILES string: c1c[nH+]c[nH]1

How positive or negative is each atom? The natural (NBO) charges in e answer that: C -0.06; C -0.06; N -0.49; C 0.28; N -0.49; H 0.30; H 0.29; H 0.48; H 0.27; H 0.47

***

Winner for stability: B

***

## A
Computed, not measured: 2 unconnected molecules or ions with the total composition C3H5N2, with wB97M-V/def2-TZVPD.

Last columns: bonded neighbours and bond lengths (Å).
CARTESIAN COORDINATES (ANGSTROEM)
1 C -0.520 1.052 0.516  C2 1.368, H6 1.113, H7 1.102
2 C 0.384 0.075 0.203  C1 1.368, C3 1.362, H8 1.043
3 C 0.387 -1.028 -0.598  C2 1.362, H9 1.098, H10 1.146
4 N 1.380 0.303 -3.559  N5 1.090
5 N 0.607 -0.148 -2.936  N4 1.090
6 H -0.345 1.721 1.389  C1 1.113
7 H -1.253 1.288 -0.271  C1 1.102
8 H 1.332 0.142 0.632  C2 1.043
9 H 1.364 -1.490 -0.791  C3 1.098
10 H -0.514 -1.691 -0.847  C3 1.146

HOMO-LUMO gap in eV: 9.426
Spin multiplicity: 1
LUMO level in eV: -7.74
Net charge: +1
Highest occupied orbital energy in eV: -17.2

How positive or negative is each atom? The natural (NBO) charges in e answer that: C 0.05; C -0.41; C 0.05; N 0.11; N -0.06; H 0.26; H 0.24; H 0.27; H 0.24; H 0.26

***

## B
Computed, not measured: 2 unconnected molecules or ions with the total composition C3H5N2, with wB97M-V/def2-TZVPD.

Last columns: bonded neighbours and bond lengths (Å).
CARTESIAN COORDINATES (ANGSTROEM)
1 C -0.214 0.002 1.894  N4 1.294, N5 1.435
2 C -0.605 0.164 -0.337  C3 1.509, N4 1.362, H6 1.103, H7 1.095
3 C 0.855 -0.126 -0.089  C2 1.509, N5 1.255
4 N -1.079 0.107 0.938  C1 1.294, C2 1.362, H9 1.020
5 N 0.969 -0.316 1.147  C1 1.435, C3 1.255, H10 1.111
6 H -0.742 1.038 -0.996  C2 1.103
7 H -0.924 -0.760 -0.830  C2 1.095
8 H 1.845 -0.233 -1.193  no bonds
9 H -2.081 0.199 1.102  N4 1.020
10 H 1.973 -0.424 1.608  N5 1.111

HOMO-LUMO gap in eV: 9.046
Spin multiplicity: 1
LUMO level in eV: -5.51
Net charge: +1
Highest occupied orbital energy in eV: -14.6

How positive or negative is each atom? The natural (NBO) charges in e answer that: C 0.28; C -0.36; C 0.29; N -0.53; N -0.55; H 0.30; H 0.29; H 0.34; H 0.46; H 0.49

***

## C
Computed, not measured: a gas-phase ion, C3H5N2 (charge +1), with wB97M-V/def2-TZVPD.

Last columns: bonded neighbours and bond lengths (Å).
CARTESIAN COORDINATES (ANGSTROEM)
1 C -0.474 -0.762 1.302  C2 1.291, N4 1.259
2 C 0.809 -0.623 1.272  C1 1.291, H6 1.119, H7 1.076
3 C -1.590 0.228 -0.277  N4 1.310, N5 1.260, H8 1.077
4 N -1.585 -0.612 0.729  C1 1.259, C3 1.310
5 N -0.484 0.414 -0.850  C3 1.260, H9 1.019, H10 1.069
6 H 1.267 -0.596 2.292  C2 1.119
7 H 1.353 -1.364 0.713  C2 1.076
8 H -2.540 0.633 -0.583  C3 1.077
9 H 0.441 -0.015 -0.853  N5 1.019
10 H -0.453 1.021 -1.731  N5 1.069

HOMO-LUMO gap in eV: 9.600
Spin multiplicity: 1
LUMO level in eV: -5.97
Net charge: +1
Highest occupied orbital energy in eV: -15.6
SMILES string: C=C=NC=[NH2+]

How positive or negative is each atom? The natural (NBO) charges in e answer that: C 0.57; C -0.62; C 0.41; N -0.47; N -0.66; H 0.31; H 0.29; H 0.26; H 0.46; H 0.44

***

## D
Computed, not measured: a gas-phase ion, C3H5N2 (charge +1), with wB97M-V/def2-TZVPD.

Last columns: bonded neighbours and bond lengths (Å).
CARTESIAN COORDINATES (ANGSTROEM)
1 C 1.239 -1.115 -1.408  N4 1.240
2 C -0.688 -0.215 0.819  C3 1.499, N5 1.227, H7 1.089
3 C 0.135 0.623 -0.112  C2 1.499, N4 1.481, H6 1.115, H8 1.159
4 N 1.033 0.082 -1.158  C1 1.240, C3 1.481, H9 1.070
5 N -0.891 -1.424 0.780  C2 1.227, H10 1.077
6 H 1.015 1.071 0.407  C3 1.115
7 H -1.147 0.539 1.457  C2 1.089
8 H -0.500 1.501 -0.522  C3 1.159
9 H 1.294 0.961 -1.709  N4 1.070
10 H -1.490 -2.022 1.445  N5 1.077

HOMO-LUMO gap (spin up / spin down) in eV: 7.798 / 7.797
Spin multiplicity: 1
LUMO level (spin up / spin down) in eV: -7.13 / -7.13
Net charge: +1
Highest occupied orbital energy (spin up / spin down) in eV: -14.9 / -14.9

How positive or negative is each atom? The natural (NBO) charges in e answer that: C 0.75; C 0.12; C -0.29; N -0.74; N -0.56; H 0.26; H 0.20; H 0.28; H 0.54; H 0.43

***

Winner for stability: A

***

## A
Computed, not measured: a gas-phase ion, C3H5N2 (charge +1), with wB97M-V/def2-TZVPD.

Last columns: bonded neighbours and bond lengths (Å).
CARTESIAN COORDINATES (ANGSTROEM)
1 C -1.457 0.124 -0.009  N4 1.276, N5 1.178
2 C 0.702 0.760 -0.005  C3 1.293, N4 1.415, H7 1.030
3 C 1.065 -0.479 0.056  C2 1.293, H6 1.037, H8 1.054
4 N -0.664 1.122 0.060  C1 1.276, C2 1.415, H9 1.098
5 N -1.152 -1.014 -0.006  C1 1.178, H10 1.016
6 H 2.054 -0.775 0.145  C3 1.037
7 H 1.392 1.504 -0.185  C2 1.030
8 H 0.503 -1.367 -0.029  C3 1.054
9 H -1.078 2.132 -0.057  N4 1.098
10 H -1.364 -2.006 0.028  N5 1.016

HOMO-LUMO gap in eV: 8.695
Spin multiplicity: 1
LUMO level in eV: -6.44
Net charge: +1
Highest occupied orbital energy in eV: -15.1
SMILES string: C=CNC#[NH+]

How positive or negative is each atom? The natural (NBO) charges in e answer that: C 0.68; C -0.02; C -0.37; N -0.58; N -0.45; H 0.26; H 0.26; H 0.22; H 0.48; H 0.50

***

## B
Computed, not measured: 2 unconnected molecules or ions with the total composition C3H5N2, with wB97M-V/def2-TZVPD.

Last columns: bonded neighbours and bond lengths (Å).
CARTESIAN COORDINATES (ANGSTROEM)
1 C 1.121 -0.351 -1.035  C2 1.492, N4 1.241
2 C 1.168 0.212 0.346  C1 1.492, N5 1.484, H6 1.045, H7 1.078
3 C -0.926 -0.137 -0.542  N4 1.366, N5 1.374, H8 1.087
4 N -0.019 -0.653 -1.423  C1 1.241, C3 1.366
5 N -0.285 0.462 0.515  C2 1.484, C3 1.374, H10 1.083
6 H 1.715 -0.117 1.173  C2 1.045
7 H 1.611 1.180 0.172  C2 1.078
8 H -1.970 0.037 -0.791  C3 1.087
9 H -1.838 -1.406 0.075  no bonds
10 H -0.577 0.775 1.509  N5 1.083

HOMO-LUMO gap (spin up / spin down) in eV: 9.074 / 7.697
Spin multiplicity: 1
LUMO level (spin up / spin down) in eV: -6.42 / -7.57
Net charge: +1
Highest occupied orbital energy (spin up / spin down) in eV: -15.5 / -15.3

How positive or negative is each atom? The natural (NBO) charges in e answer that: C 0.54; C -0.39; C 0.14; N -0.45; N -0.44; H 0.30; H 0.29; H 0.30; H 0.23; H 0.48

***

Winner for stability: A